ORCA calculation (ωB97M-V/def2-TZVPD) on a gas-phase ion, C10H11N2O (charge +1) at a distorted geometry.

Its HOMO-LUMO gap is 0.3520 Ha. Its charge is +1. As for the SMILES: C[N@+]1(c2ccccc2)C=CC(=O)N1. Its energy above the lowest of the compared OMol25 structures with the same formula, charge and spin is 259.1 kJ/mol. For the HOMO energy, the calculation gives -13.50 eV.

XYZ file:
```
24
Properties=species:S:1:pos:R:3:forces:R:3:nbo_charge:R:1
O -1.344 1.142 -3.459 -0.04 -0.31 0.99 -0.469
N -1.300 0.115 -1.327 -0.86 0.50 -3.31 -0.510
N -0.877 0.432 -0.101 2.05 3.28 2.91 -0.073
C 2.509 -1.851 1.028 1.10 -2.87 0.01 -0.186
C -1.146 1.184 -2.283 0.14 0.01 0.42 0.659
C -0.537 2.175 -0.205 -0.63 -2.57 -2.08 0.071
C -1.954 0.247 0.899 -3.26 -1.35 -5.31 -0.404
C 0.763 -0.304 1.624 0.37 -0.06 1.24 -0.231
C 1.872 -1.130 2.018 -0.97 1.93 -0.29 -0.173
C 2.109 -1.828 -0.307 -1.02 1.06 -0.05 -0.164
C 1.064 -0.984 -0.654 -0.31 -0.82 0.16 -0.232
C 0.369 -0.329 0.319 -0.14 0.89 -0.28 0.095
C -0.675 2.428 -1.494 -0.59 -0.91 -0.07 -0.296
H -2.076 -0.825 0.752 -0.53 -0.27 0.88 0.220
H -2.912 0.697 0.372 1.92 -0.40 1.78 0.250
H 2.276 -1.073 3.036 -0.44 -0.30 -0.44 0.251
H -1.861 -0.742 -1.501 0.68 0.97 0.25 0.452
H -0.300 2.649 0.728 0.13 -0.15 0.22 0.261
H 2.440 -2.434 -1.132 0.78 -0.35 0.35 0.245
H -1.735 0.449 1.866 0.56 1.11 2.65 0.234
H 3.221 -2.705 1.299 -0.67 1.76 -0.16 0.248
H 0.142 0.361 2.259 1.12 -0.80 0.28 0.218
H 0.588 -0.991 -1.599 0.35 -0.14 -1.09 0.232
H -0.637 3.318 -2.139 0.26 -0.20 0.91 0.303
```
Positions in Å, forces in eV/Å.

ORCA calculation (ωB97M-V/def2-TZVPD) on a gas-phase ion, C10H11N2O2 (charge +1) at a distorted geometry.

Its HOMO-LUMO gap (spin up / spin down) is 0.2347 / 0.2347 Ha. Its charge is +1. As for the SMILES: O=CC1=C=NC=CC1=[N+]1CCOCC1. Its energy above the lowest of the compared OMol25 structures with the same formula, charge and spin is 417.8 kJ/mol. For the HOMO energy (spin up / spin down), the calculation gives -12.83 / -12.83 eV.

XYZ file:
```
25
Properties=species:S:1:pos:R:3:forces:R:3:nbo_charge:R:1
O 3.366 -1.611 -2.648 1.47 -1.85 -1.76 -0.431
O -2.339 0.288 -0.523 -1.17 0.32 0.62 -0.501
N 3.589 -1.860 1.444 -0.63 -0.67 -3.51 -0.347
N 0.488 0.281 -0.269 0.96 -2.54 -0.13 -0.367
C 2.714 -1.230 2.306 0.15 1.21 -0.31 0.097
C -0.191 -0.106 -1.529 -0.39 -0.68 -0.60 -0.256
C 3.323 -1.783 0.243 -0.39 0.88 3.44 0.717
C -1.776 0.505 0.746 1.90 0.63 -0.54 -0.075
C 1.482 -0.539 0.265 -1.10 1.74 -0.24 0.341
C -0.345 1.185 0.512 1.04 -0.21 2.37 -0.260
C 2.844 -0.820 -1.962 -0.89 2.22 -1.04 0.386
C -1.680 -0.617 -1.323 3.12 -1.15 3.01 -0.056
C 2.454 -1.174 -0.629 0.27 -0.34 3.03 -0.326
C 1.684 -0.569 1.699 0.79 -1.53 -1.56 -0.293
H 0.338 -1.002 -1.963 -0.28 1.50 -0.16 0.222
H -0.244 0.859 -2.080 0.25 -1.06 -0.45 0.229
H 0.297 1.407 1.449 -1.67 -0.24 -1.15 0.218
H 0.891 -0.215 2.249 -1.26 0.95 1.49 0.251
H -1.638 -1.683 -0.876 -0.04 1.44 -0.25 0.160
H -1.752 -0.421 1.378 0.20 0.67 -0.54 0.184
H -2.199 -0.716 -2.202 -0.96 0.08 -2.32 0.219
H -0.389 2.180 0.021 -0.41 -0.82 -0.11 0.244
H -2.353 1.275 1.202 -0.76 0.28 0.56 0.219
H 2.689 0.229 -2.319 -0.22 -0.30 0.48 0.162
H 2.925 -1.153 3.372 0.02 -0.52 -0.34 0.263
```
Positions in Å, forces in eV/Å.

ORCA calculation (ωB97M-V/def2-TZVPD) on C10H11N3O3S in the gas phase at a distorted geometry.

Its HOMO-LUMO gap is 0.3433 Ha. As for the SMILES: Cc1cc(NS(=O)(=O)c2ccc(N)cc2)no1. Its energy above the lowest of the compared OMol25 structures with the same formula, charge and spin is 114.4 kJ/mol. For the HOMO energy, the calculation gives -8.61 eV.

XYZ file:
```
28
Properties=species:S:1:pos:R:3:forces:R:3:nbo_charge:R:1
S 0.841 -1.317 -0.140 -0.15 0.07 0.36 2.309
O 1.173 -1.019 -1.498 -0.07 0.33 0.06 -0.930
O 1.766 3.360 0.308 0.33 0.36 -0.54 -0.277
O 1.339 -2.527 0.439 -0.22 0.15 0.19 -0.925
N 1.418 -0.050 0.819 -0.33 -1.00 -0.08 -0.848
N 1.346 2.292 1.041 -0.43 -1.06 0.67 -0.190
N -5.018 -1.235 0.733 -0.35 0.00 0.08 -0.786
C 1.646 1.217 0.347 0.30 1.38 -0.78 0.294
C -3.671 -1.255 0.497 0.41 -0.02 0.02 0.199
C -2.955 -2.459 0.511 -0.05 0.12 -0.06 -0.274
C 2.312 2.928 -0.843 -0.01 -0.82 -0.04 0.341
C -0.924 -1.262 0.109 0.77 -0.12 -0.01 -0.325
C -2.974 -0.056 0.299 0.02 -0.08 -0.07 -0.261
C -1.609 -0.061 0.099 -0.12 0.11 -0.03 -0.185
C 2.817 3.936 -1.807 -0.18 0.02 0.17 -0.661
C -1.589 -2.456 0.319 -0.02 -0.07 0.00 -0.174
C 2.269 1.566 -0.882 -0.05 0.68 0.16 -0.375
H -1.017 -3.369 0.332 -0.01 -0.19 0.05 0.245
H 3.295 4.757 -1.277 0.08 0.04 -0.02 0.236
H -1.077 0.865 -0.053 0.01 0.17 -0.01 0.234
H -3.478 -3.388 0.679 -0.04 -0.10 0.01 0.214
H 2.602 0.894 -1.641 0.14 -0.06 -0.23 0.258
H -5.527 -2.099 0.656 -0.01 0.08 -0.03 0.389
H 1.989 4.343 -2.387 0.00 0.06 -0.06 0.234
H -3.524 0.873 0.305 0.00 0.15 -0.01 0.213
H -5.524 -0.401 0.490 -0.02 -0.11 0.00 0.389
H 3.524 3.470 -2.486 0.04 0.03 -0.03 0.235
H 1.111 -0.093 1.778 -0.05 -0.13 0.18 0.423
```
Positions in Å, forces in eV/Å.

ORCA calculation (ωB97M-V/def2-TZVPD) on C10H11N3S in the gas phase at a distorted geometry.

Its HOMO-LUMO gap is 0.3188 Ha. As for the SMILES: Cc1ccc(CNc2cnccn2)s1. Its energy above the lowest of the compared OMol25 structures with the same formula, charge and spin is 275.7 kJ/mol. For the HOMO energy, the calculation gives -8.12 eV.

XYZ file:
```
25
Properties=species:S:1:pos:R:3:forces:R:3:nbo_charge:R:1
S -2.481 -1.239 0.450 -0.45 3.61 -2.47 0.259
N 1.190 -1.325 -1.010 3.49 0.68 -5.08 -0.576
N 4.332 0.554 -0.553 -0.49 0.68 1.85 -0.335
N 2.130 -0.587 0.961 1.69 0.51 -1.38 -0.501
C -3.268 0.434 -0.012 1.81 -0.23 2.21 -0.071
C 2.199 -0.703 -0.419 2.30 3.48 4.35 0.368
C -1.074 0.764 -0.532 2.03 0.28 0.56 -0.276
C 3.238 0.099 -1.080 -1.57 -3.12 1.99 -0.039
C 4.294 0.542 0.820 -2.91 -0.68 -0.88 -0.099
C 3.157 0.084 1.521 1.15 -1.23 -0.88 0.025
C -2.313 1.414 -0.288 -1.89 -4.39 0.07 -0.271
C -4.702 0.541 0.240 -4.12 1.52 0.08 -0.683
C 0.119 -1.524 -0.166 -3.82 -1.40 1.45 -0.311
C -0.988 -0.558 -0.291 -1.89 0.21 1.47 -0.114
H 0.429 -1.477 0.936 0.00 -0.36 -1.91 0.307
H -5.250 0.077 -0.640 0.44 0.92 0.67 0.229
H -5.191 1.654 0.457 1.71 -2.56 -1.01 0.225
H 3.206 0.040 2.611 -0.27 0.48 -0.22 0.198
H -5.209 -0.023 1.071 1.35 0.19 -0.35 0.237
H 3.053 0.010 -2.072 0.47 0.53 -3.58 0.157
H -0.115 1.277 -0.593 -0.23 0.23 -0.65 0.221
H -0.506 -2.438 -0.282 1.57 -0.37 -0.35 0.209
H 4.956 1.089 1.394 1.96 0.78 0.63 0.195
H 1.376 -1.122 -2.140 -2.20 -1.23 3.77 0.417
H -2.583 2.416 -0.382 -0.14 1.49 -0.34 0.228
```
Positions in Å, forces in eV/Å.

ORCA calculation (ωB97M-V/def2-TZVPD) on a molecular structure, C10H11N7O5OsS2 at a distorted geometry.

Its HOMO-LUMO gap (spin up / spin down) is 0.2035 / 0.2195 Ha. For the HOMO energy (spin up / spin down), the calculation gives -7.13 / -7.38 eV.

XYZ file:
```
36
Properties=species:S:1:pos:R:3:forces:R:3:nbo_charge:R:1
Os -1.030 -0.499 0.986 4.47 -0.52 0.34 1.100
S -0.732 1.308 -1.531 -0.72 -0.10 -0.74 2.596
S -0.274 -1.630 2.918 -0.30 0.54 -1.14 0.007
O -0.453 1.213 1.660 -0.26 1.10 0.67 -0.690
O -0.621 2.555 -0.858 0.03 0.14 0.12 -0.935
O -1.703 0.348 -0.858 0.21 -0.04 0.49 -1.029
O -1.027 1.326 -2.935 0.04 -0.22 0.09 -0.971
O 0.646 0.511 -1.452 0.62 0.00 0.02 -0.725
N 1.860 -1.155 1.386 0.70 0.27 -0.48 -0.329
N -1.856 -2.172 0.236 -0.84 -0.10 -1.34 -0.551
N 2.247 -2.319 3.313 0.06 0.03 -0.13 -0.801
N -2.943 -1.465 -3.276 0.02 0.37 -0.26 -0.768
N -2.924 -3.207 -1.711 -0.13 -0.20 0.05 -0.639
N -3.802 -3.544 -3.772 0.01 0.13 -0.15 -0.770
N 1.005 -0.702 0.503 -3.34 0.19 0.82 -0.180
C -2.350 -2.577 -0.745 -0.03 -0.29 0.22 0.628
C 1.381 -1.704 2.464 -0.35 -0.33 0.66 0.207
C 2.800 2.400 0.514 0.18 -0.07 0.01 -0.161
C 0.806 3.093 2.296 -0.08 0.28 0.28 -0.276
C 1.496 0.419 -0.301 -0.25 0.32 0.08 0.228
C 0.635 1.973 1.488 -0.30 -0.65 -0.18 0.436
C -3.207 -2.708 -2.908 0.22 -0.17 0.59 0.663
C 1.968 3.840 2.233 -0.17 -0.09 -0.02 -0.182
C 1.637 1.643 0.571 -0.18 -0.26 -0.36 -0.183
C 2.982 3.489 1.347 0.06 0.01 -0.03 -0.249
H 3.905 4.057 1.313 -0.09 0.01 -0.06 0.213
H 2.089 4.700 2.881 -0.02 -0.05 -0.01 0.213
H 3.572 2.130 -0.199 -0.04 -0.02 0.06 0.208
H 1.889 -2.750 4.142 0.12 -0.06 0.07 0.402
H -2.486 -0.820 -2.649 0.19 0.22 0.25 0.455
H -3.101 -1.134 -4.212 -0.02 -0.05 0.02 0.409
H -4.085 -3.241 -4.684 -0.01 -0.04 0.00 0.403
H -4.007 -4.477 -3.470 0.00 -0.06 0.05 0.424
H 3.207 -2.431 3.042 -0.04 -0.03 0.06 0.406
H 2.470 0.183 -0.714 0.16 -0.26 0.00 0.218
H 0.005 3.345 2.982 0.08 0.00 -0.01 0.222
```
Positions in Å, forces in eV/Å.

ORCA calculation (ωB97M-V/def2-TZVPD) on C10H11NO in the gas phase at a distorted geometry.

Its HOMO-LUMO gap is 0.3237 Ha. As for the SMILES: NCC1=CCOc2ccccc21. Its energy above the lowest of the compared OMol25 structures with the same formula, charge and spin is 286.5 kJ/mol. For the HOMO energy, the calculation gives -7.96 eV.

XYZ file:
```
23
Properties=species:S:1:pos:R:3:forces:R:3:nbo_charge:R:1
O -1.156 -1.819 -0.852 -0.97 -0.68 -0.88 -0.482
N -1.179 3.232 0.289 0.33 -0.36 1.90 -0.869
C -0.647 0.818 0.016 0.33 0.52 0.69 -0.033
C 2.318 -2.438 0.188 -3.41 2.42 -0.68 -0.193
C 0.040 -1.477 -0.387 1.54 0.17 -0.06 0.331
C -0.204 2.193 0.386 2.37 0.10 0.78 -0.239
C 1.062 -2.414 -0.513 0.46 -3.04 0.06 -0.250
C -1.891 0.525 -0.323 -1.11 -1.36 -1.45 -0.213
C 1.691 -0.183 0.644 -0.63 2.86 -0.30 -0.178
C 0.375 -0.234 0.114 0.95 -0.90 0.13 -0.139
C -2.280 -0.958 -0.821 1.01 2.83 1.49 -0.073
C 2.613 -1.188 0.797 0.38 -1.19 -0.76 -0.260
H 0.323 2.126 1.333 -0.66 0.13 0.90 0.205
H 2.715 -3.417 0.264 1.29 -0.31 0.01 0.225
H -2.938 -1.237 -0.029 -0.68 -0.98 0.42 0.178
H -1.486 3.076 -0.631 -1.09 1.64 -1.28 0.373
H 3.570 -0.868 1.211 -0.20 -0.64 0.09 0.219
H 2.083 0.833 0.842 -0.39 -0.60 0.37 0.200
H 0.779 -3.336 -1.120 0.33 1.10 1.07 0.212
H 0.736 2.364 -0.190 -0.54 0.14 -0.59 0.167
H -1.025 4.149 0.767 -0.11 -1.46 -1.51 0.401
H -2.691 1.289 -0.213 0.60 -0.73 -0.37 0.225
H -2.806 -1.037 -1.772 0.21 0.34 -0.03 0.194
```
Positions in Å, forces in eV/Å.

ORCA calculation (ωB97M-V/def2-TZVPD) on C10H11NO2S in the gas phase at a distorted geometry.

Its HOMO-LUMO gap is 0.3286 Ha. As for the SMILES: C[C@@H](O)Cn1sc2ccccc2c1=O. Its energy above the lowest of the compared OMol25 structures with the same formula, charge and spin is 41.2 kJ/mol. For the HOMO energy, the calculation gives -8.64 eV.

XYZ file:
```
25
Properties=species:S:1:pos:R:3:forces:R:3:nbo_charge:R:1
S 0.117 -1.734 -0.368 -0.66 1.09 0.02 0.514
O -4.351 -0.500 -0.120 1.48 -1.49 -4.99 -0.682
O -0.064 2.134 -0.841 0.05 -3.90 1.32 -0.625
N -0.677 -0.172 -0.559 -0.46 0.86 -1.06 -0.561
C 1.529 0.422 -0.195 -0.63 1.95 0.99 -0.200
C 1.629 -0.899 -0.061 0.77 -3.53 -1.64 -0.139
C 2.642 1.202 0.042 -0.12 2.70 0.51 -0.130
C -2.720 0.480 1.372 1.68 0.19 -0.10 -0.631
C -2.114 0.042 -0.932 0.30 -0.84 0.17 -0.238
C 3.874 0.644 0.276 0.99 1.65 -0.58 -0.238
C 0.180 0.924 -0.515 -0.14 2.58 -1.47 0.645
C 3.983 -0.716 0.193 2.22 -1.58 -0.68 -0.176
C -2.972 -0.446 0.221 -0.83 0.74 1.46 0.063
C 2.913 -1.501 -0.085 -0.92 -0.11 1.10 -0.234
H 4.811 1.241 0.261 -0.97 -0.21 0.58 0.228
H 4.983 -1.249 0.182 -1.18 1.00 0.18 0.218
H -2.534 -0.487 -1.811 1.24 -0.10 -0.26 0.184
H -4.134 -0.941 -1.111 -2.24 1.55 3.63 0.444
H -2.541 1.484 0.957 -0.48 -0.02 0.46 0.212
H -3.519 0.480 2.132 0.81 -0.22 -0.07 0.235
H -2.247 1.122 -1.146 0.23 -0.61 0.40 0.263
H -2.756 -1.445 0.584 0.77 -0.47 -0.39 0.161
H 2.438 2.305 0.130 0.54 -1.16 -0.49 0.243
H 3.190 -2.521 -0.238 -0.85 -0.77 -0.02 0.228
H -1.660 0.130 1.629 -1.61 0.70 0.92 0.219
```
Positions in Å, forces in eV/Å.

ORCA calculation (ωB97M-V/def2-TZVPD) on C10H11NO2S3 in the gas phase at a distorted geometry.

Its HOMO-LUMO gap is 0.3084 Ha. As for the SMILES: CN(Cc1cccs1)S(=O)(=O)c1cccs1. For the HOMO energy, the calculation gives -8.45 eV.

XYZ file:
```
27
Properties=species:S:1:pos:R:3:forces:R:3:nbo_charge:R:1
S 1.463 -2.173 0.495 0.59 -0.57 -0.06 0.477
S 0.568 0.221 1.737 -5.67 10.20 10.29 2.332
S -0.992 0.406 -2.144 -0.78 2.39 2.31 0.498
O 1.448 1.141 2.528 -0.52 -3.61 -1.42 -0.914
O -0.402 -0.604 2.423 1.31 -0.71 -0.07 -0.919
N -0.387 1.467 0.932 3.29 2.40 3.06 -0.658
C 1.690 0.096 -0.451 6.65 6.54 -10.81 -0.030
C -1.734 -1.336 -0.179 1.11 3.30 -3.70 -0.250
C -1.165 -1.184 -2.464 1.22 0.24 -4.68 -0.462
C -0.401 2.756 1.699 2.14 3.01 -2.06 -0.459
C -1.630 1.005 0.642 -3.43 1.17 0.05 -0.310
C 2.429 -2.051 -0.945 0.84 -1.77 -0.64 -0.369
C 1.211 -0.439 0.566 2.79 -8.55 -3.46 -0.782
C -1.548 -1.972 -1.535 -0.86 -1.20 6.63 -0.258
C -1.470 0.141 -0.482 -2.25 -7.38 0.50 -0.218
C 2.566 -0.780 -1.463 -4.17 -1.63 5.99 -0.265
H 1.774 1.312 -0.875 -0.81 -3.67 2.15 0.273
H -1.265 3.026 2.425 1.50 -0.94 -1.25 0.213
H -0.222 3.680 0.871 -1.49 -2.33 1.74 0.193
H 3.120 -0.542 -2.286 1.09 1.10 -1.95 0.231
H 0.648 2.911 2.087 -1.68 -0.48 0.54 0.267
H -2.184 0.579 1.525 0.49 -0.24 -0.90 0.215
H -1.368 -2.990 -1.582 -0.40 -2.10 -0.43 0.214
H 2.865 -3.126 -1.286 -1.00 2.98 0.60 0.262
H -1.886 -1.873 0.839 0.14 1.44 -2.10 0.268
H -0.867 -1.520 -3.444 0.03 -0.05 -0.18 0.236
H -2.260 1.847 0.369 -0.11 0.46 -0.14 0.217
```
Positions in Å, forces in eV/Å.

Number 1: total energy -572.03774 hartree. Number 2: total energy -647.22107 hartree. Number 3: total energy -1175.79819 hartree. Number 4: total energy -949.97077 hartree. Number 5: total energy -2034.21586 hartree. Number 6: total energy -517.56345 hartree. Number 7: total energy -991.01735 hartree. Number 8: total energy -1787.16402 hartree.